(1)
C3H3Br9 | ωB97M-V/def2-TZVPD

Each line ends with the Mulliken charge.
Cartesian coordinates (Å):
C (-0.0990, 3.0838, -0.6238)  -0.395
Br (1.3110, 1.7648, -0.3609)  0.029
Br (-0.6621, 3.8489, 1.0980)  -0.031
Br (-1.6844, 2.1740, -1.3183)  -0.008
H (0.1433, 3.9631, -1.2207)  0.402
C (-0.9222, -1.3110, 2.2298)  0.447
Br (0.5064, -1.9604, 3.4669)  -0.322
Br (-1.4701, 0.6809, 2.4584)  -0.355
Br (-2.4475, -2.5750, 2.3237)  -0.274
H (-0.2959, -1.3273, 1.3378)  -0.410
C (1.1870, -1.5172, -1.8676)  -0.039
Br (-0.8256, -1.5753, -1.9112)  -0.001
Br (1.9078, -2.1396, -3.6201)  -0.093
Br (1.7804, -2.5907, -0.3352)  0.004
H (1.5710, -0.5191, -1.6569)  0.047

- E_HOMO (alpha / beta): -1.25 / -5.46 eV
- Spin multiplicity: 2
- Total charge: -1
- Kohn-Sham gap (alpha / beta): 3.2 / 7.4 eV
- Total energy: -633541.119 eV
- ΔE to the lowest compared entry with this formula, charge and spin: 6.77 kcal per mole
- E_LUMO (alpha / beta): 1.9 / 1.9 eV

***

(2)
C3H7O6PSi | ωB97M-V/def2-TZVPD

Each line ends with the Mulliken charge.
Cartesian coordinates (Å):
C (1.7312, -1.8302, 0.5951)  -0.747
C (0.4984, -1.3353, 0.7133)  -0.287
C (0.1235, -0.0959, 0.1202)  0.282
O (2.5546, 1.2283, 0.0008)  -0.825
O (0.5104, 2.1813, 1.2427)  -0.584
O (0.5923, 2.1226, -1.4368)  -0.790
O (-1.8908, 1.5854, -0.7800)  -0.545
O (-2.3491, -1.0854, -0.8502)  -0.619
O (-2.3915, 0.2133, 1.5409)  -0.844
Si (-1.8056, 0.1535, 0.0993)  0.541
P (1.0716, 1.4241, -0.1961)  0.668
H (2.0141, -2.8589, 0.7918)  0.258
H (2.4913, -1.2622, 0.2712)  0.395
H (-0.3987, -2.0508, 1.1474)  0.092
H (0.0764, -1.4220, -2.2093)  0.010
H (-0.9460, 1.8070, -0.9787)  0.504
H (-1.5269, -1.1906, -1.5654)  0.154
H (-0.3551, 2.4157, 1.4939)  0.337

- E_HOMO (alpha / beta): -0.47 / -1.30 eV
- Total charge: -2
- Kohn-Sham gap (alpha / beta): 5.4 / 7.6 eV
- Total energy: -32677.500 eV
- ΔE to the lowest compared entry with this formula, charge and spin: 107.57 kcal per mole
- E_LUMO (alpha / beta): 5.0 / 6.3 eV

***

(3)
C5H15N2O | ωB97M-V/def2-TZVPD

Each line ends with the Mulliken charge.
Cartesian coordinates (Å):
C (0.7672, 1.3861, -1.0441)  -0.521
N (0.5947, 0.2569, -0.1240)  -0.391
C (-0.4118, 0.3803, 0.9325)  -0.668
C (-0.5921, -1.0145, 1.5035)  -0.592
C (0.5449, -1.5155, 2.5014)  -0.544
O (1.6946, -1.7865, 1.7081)  -0.547
C (-0.3540, 1.5551, -2.0701)  -0.617
N (-0.9874, 0.1574, -2.3127)  -0.246
H (1.6558, 1.1883, -1.6431)  0.471
H (0.6906, 2.3817, -0.5650)  0.281
H (1.4873, 0.1784, 0.3521)  0.296
H (-1.2834, 0.9838, 0.6943)  0.479
H (-0.1009, 0.9935, 1.8088)  0.426
H (-0.5047, -1.8442, 0.7874)  0.237
H (-1.4705, -1.1336, 2.1536)  0.356
H (1.0045, -0.8387, 3.2305)  0.308
H (0.2630, -2.4812, 2.9724)  0.313
H (1.5555, -2.4339, 1.0212)  0.293
H (0.0578, 1.8691, -3.0507)  0.367
H (-1.1929, 2.2491, -1.9412)  0.342
H (-1.9891, 0.2599, -2.1720)  0.364
H (-0.7536, -0.3101, -3.1848)  0.372
H (-0.6758, -0.4814, -1.5582)  0.221

- E_HOMO: -13.07 eV
- Total charge: +1
- Kohn-Sham gap: 9.6 eV
- Total energy: -10448.215 eV
- SMILES string: [NH3+]CCNCCCO
- ΔE to the lowest compared entry with this formula, charge and spin: 54.09 kcal per mole
- E_LUMO: -3.5 eV